Density functional theory data (wB97M-V/def2-TZVPD) for the ion C5H14N3 with charge +1 in a non-equilibrium geometry.

electronic energy: -362.6611 Ha
HOMO (alpha / beta): -9.08 / -13.96 eV
HOMO-LUMO gap (alpha / beta): 6.18 / 6.00 eV
2S+1: 3
total charge: +1

Cartesian coordinates (Å):
C (-0.2073, -0.4259, 0.7574)
C (-1.2545, 0.0750, -1.3369)
C (-2.6649, -0.0170, 0.6083)
C (1.6051, -1.8061, 0.0814)
C (1.4369, 1.8626, -0.4998)
N (-1.4379, -0.0814, -0.0849)
N (0.9951, -0.4687, -0.1113)
N (1.9271, 0.6533, 0.1263)
H (-0.2570, 0.4663, 1.4896)
H (-0.3353, -1.4126, 1.1726)
H (-2.0897, 0.2906, -2.1399)
H (-0.3219, -0.1385, -1.7314)
H (-2.5864, -0.6148, 1.4220)
H (-3.0922, 0.9156, 1.0729)
H (-3.5397, -0.2125, -0.0636)
H (2.4679, -2.0112, -0.6322)
H (2.0624, -1.7588, 1.0288)
H (1.0506, -2.7384, -0.1095)
H (2.2457, 2.3151, -1.0007)
H (0.5898, 1.7216, -1.1705)
H (1.0231, 2.6433, 0.1514)
H (2.3832, 0.7425, 0.9701)


Density functional theory data (wB97M-V/def2-TZVPD) for the molecule C5H14N4 in a non-equilibrium geometry.

electronic energy: -417.8714 Ha
HOMO: -8.43 eV
HOMO-LUMO gap: 9.33 eV
2S+1: 1
total charge: 0
SMILES: [H]/N=C(/[C@@H](C)NN)N(C)C

Cartesian coordinates (Å):
C (-1.1571, 0.0589, -0.0090)
C (2.4649, 0.4207, -0.0946)
C (1.1513, -0.7683, -1.7742)
C (-2.0065, -1.1565, -0.3657)
N (1.3389, -0.4799, -0.3547)
N (-1.8445, 0.7775, 1.0932)
C (0.2437, -0.3893, 0.4939)
N (-1.4879, 2.1851, 1.0762)
N (0.3757, -0.6924, 1.7551)
H (-1.5275, 0.3061, 1.9584)
H (-1.0564, 0.7023, -0.8901)
H (-2.1838, 2.7223, 1.6016)
H (-0.6020, 2.3368, 1.5679)
H (1.3409, -1.0138, 1.8792)
H (2.6892, 0.4916, 0.9744)
H (3.3708, 0.0596, -0.5931)
H (0.6841, 0.0726, -2.2953)
H (2.1121, -0.9790, -2.2570)
H (0.5358, -1.6631, -1.9042)
H (2.2391, 1.4260, -0.4664)
H (-1.6009, -1.6776, -1.2375)
H (-3.0317, -0.8593, -0.6141)
H (-2.0484, -1.8802, 0.4559)


Density functional theory data (wB97M-V/def2-TZVPD) for a cluster of 2 separate species, C5H14N4 in total in a non-equilibrium geometry.

electronic energy: -417.7781 Ha
HOMO: -7.64 eV
HOMO-LUMO gap: 8.49 eV
2S+1: 1
total charge: 0
SMILES: [H]/N=C(\C)NN.C=CNC

Cartesian coordinates (Å):
C (-0.6627, -0.5312, -2.1470)
N (0.2605, -0.2188, -1.0565)
C (0.6397, 1.1550, -0.7650)
C (1.9399, 1.5289, -0.8911)
H (1.0789, -0.8280, -1.0537)
H (-0.1636, 1.8646, -0.9478)
H (-0.1465, -0.5087, -3.1063)
H (-1.0446, -1.5410, -1.9872)
H (-1.5130, 0.1517, -2.1404)
H (2.7421, 0.8009, -0.8335)
H (2.2220, 2.5593, -0.7210)
C (-1.9451, -0.7408, 0.7781)
N (0.0536, 0.7251, 1.4178)
C (-0.4337, -0.7370, 0.8043)
N (1.1903, 0.6864, 2.2406)
N (0.2780, -1.7791, 1.1023)
H (-0.6140, 1.4519, 1.6653)
H (1.9748, 1.0610, 1.6935)
H (1.4251, -0.3066, 2.3742)
H (-0.3095, -2.5993, 1.2514)
H (-2.3346, -0.7021, 1.7964)
H (-2.3145, 0.1418, 0.2506)
H (-2.3232, -1.6341, 0.2750)


Density functional theory data (wB97M-V/def2-TZVPD) for a structure of composition C5H14N4 in a non-equilibrium geometry.

electronic energy: -417.7634 Ha
HOMO: -7.74 eV
HOMO-LUMO gap: 8.57 eV
2S+1: 1
total charge: 0

Cartesian coordinates (Å):
C (-1.6827, -0.9379, -0.8340)
C (-2.0860, 0.3427, -0.1062)
N (-1.9059, -2.1052, 0.0206)
C (-0.2497, -0.9096, -1.2446)
N (0.5244, -0.9197, -2.1246)
H (-2.2415, -0.9921, -1.7807)
H (-2.8620, -2.1161, 0.3619)
H (-1.7466, -2.9647, -0.4963)
H (-1.8354, 1.2164, -0.7023)
H (-1.5682, 0.4169, 0.8459)
H (-3.1584, 0.3368, 0.0876)
C (1.6000, 1.9601, 1.1065)
C (0.9531, -0.6444, 0.7938)
N (1.1493, 1.1351, 0.0042)
N (2.0630, 1.0833, -0.9771)
H (3.0156, 0.8455, -0.6755)
H (1.7380, 0.4610, -1.7362)
H (2.5372, 1.5876, 1.5501)
H (1.7480, 2.9790, 0.7442)
H (0.5376, -0.2709, 1.7221)
H (0.6111, -1.6749, 0.7089)
H (2.0330, -0.8118, 0.8597)
H (0.8261, 1.9830, 1.8720)


Density functional theory data (wB97M-V/def2-TZVPD) for the molecule C5H14N4 in a non-equilibrium geometry.

electronic energy: -417.8667 Ha
HOMO: -8.48 eV
HOMO-LUMO gap: 9.48 eV
2S+1: 1
total charge: 0
SMILES: C[C@H]1N(C)[C@@]1(N)C(N)N

Cartesian coordinates (Å):
C (-1.2679, 0.5439, -0.5940)
C (0.2291, -0.9782, 0.9474)
C (2.4479, -0.4594, -0.0845)
C (-0.5064, -2.2361, 0.6758)
C (0.0799, 0.3359, 0.2665)
N (0.5897, 1.5535, 0.9142)
N (-0.9270, 0.9452, -1.9213)
N (-2.0184, 1.6544, -0.0577)
N (1.0452, -0.4765, -0.4428)
H (-1.8613, -0.3724, -0.6200)
H (0.6659, -0.9521, 1.9412)
H (-0.2190, 2.1642, 1.0631)
H (1.1628, 2.0472, 0.2343)
H (-0.2256, 0.2784, -2.2529)
H (-0.4516, 1.8421, -1.8633)
H (-2.5225, 1.3471, 0.7688)
H (-2.6975, 1.9183, -0.7677)
H (2.6827, -0.1596, 0.9468)
H (2.8656, -1.4700, -0.2157)
H (2.9848, 0.2163, -0.7587)
H (-1.3656, -2.3397, 1.3445)
H (-0.8612, -2.3140, -0.3568)
H (0.1704, -3.0886, 0.8327)


Density functional theory data (wB97M-V/def2-TZVPD) for a structure of composition C5H14N4 in a non-equilibrium geometry.

electronic energy: -417.7072 Ha
HOMO: -7.13 eV
HOMO-LUMO gap: 8.07 eV
2S+1: 1
total charge: 0

Cartesian coordinates (Å):
C (-0.0767, -0.2963, -0.8659)
C (0.7516, 2.8508, -0.5585)
C (1.3192, -2.3259, 0.4694)
C (-1.0612, -2.3724, 0.7390)
N (-0.1020, 1.8049, -1.0695)
N (0.0415, -2.0069, -0.1100)
C (0.0206, 0.3662, 0.3453)
N (-1.4665, 2.1266, -1.0943)
N (0.1647, 0.6905, 1.5018)
H (-1.7366, 2.7670, -0.3477)
H (-1.7185, 2.5580, -1.9793)
H (0.2323, -0.0189, 2.2299)
H (-1.0655, -0.4041, -1.2895)
H (0.7982, -0.3700, -1.4975)
H (1.7575, 2.4477, -0.4242)
H (0.8003, 3.6964, -1.2573)
H (0.4205, 3.2378, 0.4210)
H (1.4794, -1.9070, 1.4850)
H (1.4446, -3.4137, 0.5621)
H (-2.0019, -2.0172, 0.3093)
H (-1.1360, -3.4646, 0.8326)
H (-0.9908, -1.9812, 1.7755)
H (2.1253, -1.9675, -0.1772)